C16H7Cl5IN3ReS | ωB97M-V with the def2-TZVPD basis set

Atoms and positions in Å:
1 Re -0.001 -1.240 1.276
2 N 2.407 0.421 -1.609
3 C 2.501 1.560 -0.800
4 C 3.160 2.764 -1.011
5 C 3.027 3.705 -0.011
6 C 2.264 3.452 1.142
7 C 1.613 2.252 1.340
8 C 1.755 1.292 0.343
9 N 1.213 -0.004 0.201
10 C 1.646 -0.465 -0.982
11 C 1.227 -1.794 -1.399
12 C 1.496 -2.563 -2.482
13 S 0.698 -4.067 -2.338
14 C -0.001 -3.586 -0.886
15 N 0.366 -2.384 -0.488
16 H 2.840 0.296 -2.512
17 H 3.740 2.956 -1.902
18 H 3.518 4.662 -0.118
19 H 2.177 4.226 1.892
20 H 1.010 2.084 2.220
21 H 2.126 -2.345 -3.328
22 H -0.679 -4.212 -0.325
23 Cl -1.553 1.506 -0.786
24 C -2.490 0.351 0.075
25 C -1.870 -0.677 0.780
26 C -2.682 -1.589 1.427
27 Cl -1.700 -2.834 2.257
28 C -4.056 -1.585 1.449
29 Cl -4.924 -2.787 2.284
30 C -4.666 -0.539 0.737
31 Cl -6.361 -0.456 0.694
32 C -3.888 0.419 0.058
33 Cl -4.663 1.668 -0.802
34 I 0.750 -0.487 3.603

Computed properties:
Charge: +2
Multiplicity: 4
Electronic energy, eV: -104839.2860
HOMO energy (spin up / spin down), eV: -14.655 / -15.026
LUMO energy (spin up / spin down), eV: -7.528 / -8.447
⟨S²⟩: 3.793
Gap between HOMO and LUMO (spin up / spin down), eV: 7.13 / 6.58